Computed, not measured: a molecular structure, C48H40F4MgN6OSSb, with ωB97M-V with the def2-TZVPD basis set.

```
102
Properties=species:S:1:pos:R:3:lowdin_charge:R:1
Mg 1.1660 -1.2352 1.4120 0.45
C 1.0533 -3.9252 2.5752 -0.08
N 1.1849 -2.6252 3.2611 -0.31
C 0.1424 -2.5328 4.2869 -0.09
C 2.5466 -2.5110 3.8592 -0.15
C 3.3927 -1.4231 3.1798 -0.20
N 3.1115 -1.4312 1.7531 -0.07
C 4.0034 -1.9295 0.8623 -0.21
C 3.4910 -2.5340 -0.3011 -0.15
F 2.1220 -2.6239 -0.3959 0.01
C 4.2648 -3.1101 -1.2789 -0.23
F 3.6595 -3.7510 -2.2900 0.10
C 5.6437 -3.0658 -1.2016 0.06
C 6.1842 -2.4557 -0.0833 -0.21
F 7.5158 -2.3739 0.0401 0.10
C 5.4066 -1.9120 0.9201 -0.15
F 6.0224 -1.3217 1.9662 0.08
H 1.1441 -4.7598 3.2795 0.10
H 0.0781 -3.9910 2.0896 0.08
H 1.8346 -4.0240 1.8219 0.09
H 0.2117 -3.3565 5.0065 0.10
H 0.2309 -1.5913 4.8278 0.08
H -0.8414 -2.5697 3.8156 0.09
H 2.4573 -2.3145 4.9299 0.12
H 3.0564 -3.4709 3.7508 0.12
H 3.1431 -0.4434 3.6066 0.10
H 4.4367 -1.6060 3.4281 0.11
H 6.2704 -3.5097 -1.9601 0.14
C -11.6440 3.6208 1.9559 -0.07
O -11.0489 2.8355 0.9321 -0.07
C -9.7664 2.4466 1.0945 -0.28
C -9.0051 2.7043 2.2308 -0.01
C -7.6954 2.2468 2.2890 -0.03
C -7.1317 1.5420 1.2358 -0.16
C -7.9110 1.2828 0.1043 -0.01
C -9.2096 1.7286 0.0324 0.02
C -5.7523 1.0504 1.2824 -0.25
N -5.2462 0.1233 0.5003 0.20
C -3.9439 -0.0043 0.9001 -0.17
C -3.6505 0.8479 1.9324 -0.12
N -4.8229 1.5259 2.1716 0.19
C -2.3543 0.9413 2.5248 -0.06
C -1.9865 1.8347 3.5416 0.02
C -0.6929 1.8559 3.9925 -0.02
C 0.2333 0.9843 3.4176 -0.10
N -0.0880 0.1213 2.4718 0.03
C -1.3667 0.0767 2.0228 -0.14
C -1.6834 -0.8841 0.9661 -0.14
N -0.7088 -1.7412 0.5656 0.05
C -0.9653 -2.5883 -0.4161 -0.10
C -2.1997 -2.6444 -1.0672 -0.02
C -3.2008 -1.8024 -0.6603 0.04
C -2.9535 -0.9026 0.3858 -0.06
H -12.6376 3.8746 1.6010 0.10
H -11.0752 4.5366 2.1284 0.10
H -11.7243 3.0549 2.8863 0.10
H -9.4196 3.2387 3.0714 0.11
H -7.1315 2.4334 3.1959 0.11
H -7.4747 0.7274 -0.7149 0.12
H -9.8215 1.5379 -0.8386 0.13
H -4.9724 2.2731 2.8266 0.15
H -2.7195 2.5118 3.9624 0.12
H -0.3782 2.5381 4.7689 0.12
H 1.2716 1.0013 3.7263 0.12
H -0.1594 -3.2528 -0.7025 0.12
H -2.3504 -3.3560 -1.8665 0.12
H -4.1797 -1.8105 -1.1216 0.13
S 1.1269 0.8356 -0.3012 0.15
Sb 2.5630 0.7866 -2.0632 1.30
C 4.5282 1.2080 -1.4877 -0.35
C 5.4840 1.5272 -2.4527 -0.12
C 6.7747 1.8417 -2.0555 -0.07
C 7.0993 1.8548 -0.7045 -0.06
C 6.1398 1.5579 0.2515 -0.07
C 4.8480 1.2246 -0.1363 -0.13
C 2.5324 -0.8815 -3.3292 -0.37
C 1.3075 -1.4924 -3.5830 -0.12
C 1.2265 -2.4899 -4.5437 -0.07
C 2.3606 -2.8620 -5.2544 -0.07
C 3.5794 -2.2505 -4.9989 -0.07
C 3.6716 -1.2574 -4.0322 -0.12
C 2.0301 2.3388 -3.3761 -0.35
C 1.8962 2.1148 -4.7419 -0.11
C 1.5524 3.1700 -5.5792 -0.07
C 1.3464 4.4365 -5.0535 -0.07
C 1.4812 4.6587 -3.6885 -0.07
C 1.8216 3.6111 -2.8472 -0.12
H 5.2258 1.5584 -3.5053 0.10
H 7.5226 2.0874 -2.7977 0.11
H 8.1068 2.1022 -0.3970 0.11
H 6.3986 1.5729 1.3012 0.11
H 4.0949 0.9788 0.6050 0.08
H 0.4214 -1.1941 -3.0322 0.09
H 0.2790 -2.9738 -4.7425 0.11
H 2.2942 -3.6363 -6.0072 0.11
H 4.4635 -2.5519 -5.5451 0.11
H 4.6325 -0.8055 -3.8171 0.10
H 2.0583 1.1293 -5.1627 0.10
H 1.4479 2.9994 -6.6426 0.11
H 1.0804 5.2555 -5.7088 0.11
H 1.3220 5.6480 -3.2805 0.11
H 1.9166 3.7851 -1.7813 0.10
```

relative energy (zero: lowest compared OMol25 entry of this formula, charge and spin): 9.4 kJ/mol
total energy: -3494.851570 a.u.
net charge: +1
gap between HOMO and LUMO: 6.45 eV

=====

Computed, not measured: a molecular structure, C48H41AsCl3IrN2O4S3Sb, with ωB97M-V with the def2-TZVPD basis set.

```
104
Properties=species:S:1:pos:R:3:lowdin_charge:R:1
Ir -0.1172 -0.6153 -1.6168 0.64
S -0.5709 -1.6750 -3.6537 0.68
C -0.8966 -3.3648 -3.3093 -0.63
C -1.2013 -4.2050 -4.3850 -0.11
C -1.4573 -5.5431 -4.1631 -0.07
C -1.4119 -6.0791 -2.8795 -0.07
C -1.1087 -5.2571 -1.8107 -0.09
C -0.8673 -3.9024 -2.0222 -0.38
As -0.3907 -2.7210 -0.5821 1.22
C 1.1329 -3.6278 0.1922 -0.38
C 1.0115 -4.4209 1.3283 -0.09
C 2.1062 -5.1435 1.7859 -0.07
C 3.3145 -5.0812 1.1100 -0.07
C 3.4271 -4.3087 -0.0388 -0.07
C 2.3389 -3.5877 -0.4989 -0.17
C -1.8083 -2.7925 0.7253 -0.34
C -3.0790 -3.1821 0.3192 -0.09
C -4.1257 -3.1817 1.2293 -0.05
C -3.9066 -2.7926 2.5421 -0.08
C -2.6381 -2.3999 2.9488 -0.09
C -1.5898 -2.3918 2.0411 -0.12
H -1.2318 -3.8035 -5.3896 0.11
H -1.6902 -6.1842 -5.0030 0.11
H -1.6114 -7.1298 -2.7212 0.11
H -1.0632 -5.6644 -0.8062 0.11
H 0.0725 -4.4898 1.8596 0.10
H 2.0072 -5.7613 2.6686 0.11
H 4.1649 -5.6460 1.4678 0.11
H 4.3619 -4.2734 -0.5820 0.11
H 2.4288 -3.0112 -1.4152 0.08
H -3.2599 -3.4676 -0.7088 0.11
H -5.1151 -3.4743 0.9062 0.12
H -4.7239 -2.7952 3.2510 0.11
H -2.4652 -2.1122 3.9777 0.11
H -0.5955 -2.1065 2.3742 0.10
Cl 3.5541 1.7367 -5.5687 0.66
C 3.4333 0.5345 -4.2757 -1.58
Cl 3.5009 -1.1115 -4.9324 0.65
Cl 4.7265 0.7562 -3.0869 0.67
C 2.1444 0.6724 -3.6123 -0.36
N 1.1423 0.5946 -3.0642 0.04
C -5.5874 1.6875 3.1049 -0.04
C -4.5352 1.9163 2.0620 -0.24
C -3.6288 0.9101 1.7391 -0.01
C -2.6754 1.0962 0.7560 -0.06
C -2.6255 2.3105 0.0879 -0.28
C -3.5075 3.3382 0.3986 -0.04
C -4.4601 3.1312 1.3794 -0.02
S -1.3728 2.6025 -1.1107 0.68
O -1.1416 4.0120 -1.1691 -0.26
O -0.2288 1.7348 -0.7970 -0.50
N -1.8565 2.0437 -2.5576 -0.12
C -3.2406 1.8630 -2.9916 -0.18
C -3.5466 0.3746 -3.1132 -0.09
C -3.3498 -0.3477 -1.7839 -0.61
O -4.3005 -0.5025 -1.0452 0.09
O -2.1807 -0.8436 -1.4547 -0.35
H -5.2243 1.0283 3.8926 0.08
H -6.4649 1.2158 2.6596 0.09
H -5.9092 2.6239 3.5585 0.08
H -3.6787 -0.0481 2.2478 0.10
H -1.9969 0.2965 0.4997 0.09
H -3.4369 4.2872 -0.1146 0.12
H -5.1521 3.9264 1.6256 0.12
H -1.2435 1.3008 -2.8683 0.05
H -3.3612 2.3625 -3.9539 0.12
H -3.9189 2.3385 -2.2829 0.12
H -2.9338 -0.0704 -3.8979 0.08
H -4.5966 0.2468 -3.3732 0.13
S 1.9453 -0.5069 -0.3935 0.20
Sb 2.3454 1.6280 0.4657 1.43
C 4.2457 1.3076 1.3131 -0.35
C 5.2032 2.3139 1.3261 -0.12
C 6.4447 2.0750 1.8987 -0.07
C 6.7258 0.8363 2.4559 -0.07
C 5.7657 -0.1662 2.4485 -0.07
C 4.5255 0.0658 1.8756 -0.13
C 1.0199 1.9260 2.0735 -0.34
C 0.3165 0.8211 2.5351 -0.14
C -0.4910 0.9356 3.6566 -0.07
C -0.6020 2.1544 4.3071 -0.06
C 0.1031 3.2565 3.8483 -0.06
C 0.9233 3.1454 2.7360 -0.11
C 2.5566 3.4151 -0.6153 -0.33
C 3.6593 3.5969 -1.4462 -0.16
C 3.8385 4.8061 -2.0971 -0.07
C 2.9249 5.8360 -1.9086 -0.06
C 1.8296 5.6535 -1.0792 -0.05
C 1.6405 4.4414 -0.4329 -0.13
H 4.9898 3.2905 0.9077 0.10
H 7.1895 2.8592 1.9123 0.11
H 7.6948 0.6516 2.9000 0.11
H 5.9819 -1.1297 2.8900 0.11
H 3.7849 -0.7254 1.8655 0.08
H 0.4052 -0.1251 2.0118 0.05
H -1.0352 0.0754 4.0180 0.10
H -1.2373 2.2473 5.1779 0.11
H 0.0224 4.2043 4.3637 0.11
H 1.4873 4.0086 2.4045 0.10
H 4.3823 2.8015 -1.5894 0.04
H 4.6902 4.9458 -2.7492 0.11
H 3.0669 6.7813 -2.4145 0.11
H 1.1061 6.4459 -0.9467 0.12
H 0.7639 4.3024 0.1819 0.08
```

relative energy (zero: lowest compared OMol25 entry of this formula, charge and spin): 235.5 kJ/mol
total energy: -7419.443213 a.u.
net charge: +1
gap between HOMO and LUMO: 6.70 eV

=====

Computed, not measured: a molecular structure, C48H41F10N2NaO10P2, with ωB97M-V with the def2-TZVPD basis set.

```
114
Properties=species:S:1:pos:R:3:lowdin_charge:R:1
Na 0.0486 0.4321 1.5341 0.20
C 4.9135 -4.3991 -1.8310 -0.05
C 3.4692 -4.7689 -2.1029 -0.31
C 3.1572 -4.7929 -3.5906 -0.16
C 1.7711 -5.3638 -3.8214 -0.13
C 0.7550 -4.6717 -2.9507 -0.14
C -0.5835 -4.6958 -3.2721 0.04
C -1.5100 -4.0208 -2.4849 -0.25
F -2.8215 -4.0822 -2.8418 0.04
C -1.1337 -3.2921 -1.3950 0.06
C 0.2203 -3.2423 -1.0588 -0.06
C 0.6187 -2.3369 0.0571 -0.32
O -0.2713 -1.7089 0.6283 -0.01
C 2.0412 -2.2257 0.2851 -0.03
C 2.8644 -3.0289 -0.4365 0.02
N 2.5043 -3.8675 -1.4384 0.03
C 1.1584 -3.9442 -1.8101 -0.10
C 2.7088 -1.2432 1.2474 -0.64
O 3.8913 -1.4687 1.5324 -0.01
O 2.0018 -0.2664 1.5713 -0.08
H 5.5481 -5.0950 -2.3823 0.08
H 5.1850 -4.4673 -0.7808 0.08
H 5.1356 -3.3872 -2.1734 0.10
H 3.2878 -5.7815 -1.7128 0.16
H 3.9147 -5.3864 -4.1053 0.12
H 3.2195 -3.7695 -3.9742 0.10
H 1.7827 -6.4349 -3.5905 0.12
H 1.4746 -5.2705 -4.8676 0.10
H -0.9251 -5.2212 -4.1551 0.13
H -1.8362 -2.7406 -0.7852 0.13
H 3.9139 -2.9622 -0.1981 0.12
O -1.7063 5.7566 6.6837 -0.07
C -2.1843 5.6381 5.5354 -0.71
O -3.2424 6.1052 5.0796 -0.06
C -1.3542 4.7841 4.5695 -0.11
C -0.0760 4.3451 4.9105 -0.05
C 0.6196 3.5259 4.0450 -0.15
N 0.1378 3.0887 2.8763 0.12
C -1.0655 3.5521 2.5263 -0.19
C -1.8295 4.3995 3.3240 0.05
C -1.5738 3.0759 1.1753 -0.62
O -2.0456 3.9241 0.4046 0.00
O -1.4337 1.8467 0.9359 -0.13
H 0.3335 4.6382 5.8680 0.11
H 1.6106 3.1713 4.3162 0.08
H -2.7962 4.7507 2.9943 0.12
C -0.5582 1.9817 6.8587 -0.08
C -1.1322 1.1054 5.7731 -0.28
O -0.3674 -0.1106 5.6384 -0.29
P 0.6328 -0.1773 4.3635 0.89
O 1.9329 0.5605 4.9854 -0.28
C 3.0358 0.8888 4.1371 -0.31
C 3.9991 1.7035 4.9652 -0.08
O 1.1789 -1.7130 4.5428 -0.27
C 0.4808 -2.7184 3.8110 -0.32
C -0.5109 -3.4354 4.7013 -0.08
H -1.1035 2.9243 6.9012 0.07
H 0.4890 2.2034 6.6564 0.07
H -0.6227 1.4845 7.8279 0.07
H -1.1755 1.6412 4.8196 0.09
H -2.1511 0.7969 6.0136 0.11
H 2.6788 1.4352 3.2637 0.10
H 3.4767 -0.0446 3.7666 0.11
H 3.4850 2.5278 5.4577 0.06
H 4.7808 2.1247 4.3304 0.07
H 4.4751 1.0958 5.7353 0.07
H 1.2426 -3.4021 3.4280 0.12
H -0.0209 -2.2775 2.9449 0.08
H -0.0106 -3.8514 5.5765 0.07
H -0.9913 -4.2495 4.1535 0.07
H -1.2828 -2.7539 5.0550 0.07
F 1.9311 -1.7516 -7.1018 0.14
C 1.2566 -2.5143 -6.2250 -0.58
F 0.3421 -3.1816 -6.9462 0.13
F 2.1338 -3.4346 -5.7865 0.10
C 0.6446 -1.7232 -5.1079 -0.13
C -0.5992 -1.1262 -5.2733 -0.01
C -1.1562 -0.3797 -4.2454 -0.06
C -0.4828 -0.2191 -3.0410 -0.32
C 0.7715 -0.8144 -2.8989 -0.07
C 1.3420 -1.5554 -3.9189 0.00
P -1.0300 0.6524 -1.5093 1.17
C -0.5001 2.3622 -1.9154 -0.33
C -1.0731 3.1405 -2.9155 -0.07
C -0.5657 4.3918 -3.2161 -0.01
C 0.5293 4.8765 -2.5123 -0.12
C 1.1020 4.1176 -1.5031 0.01
C 0.5814 2.8664 -1.2044 -0.06
C 1.0645 6.2491 -2.8141 -0.60
F 0.4851 7.2035 -2.0729 0.15
F 0.8723 6.6088 -4.0938 0.12
F 2.3825 6.3520 -2.5937 0.13
C -2.8377 0.7394 -1.7647 -0.33
C -3.5655 1.9050 -1.5374 -0.05
C -4.9425 1.9017 -1.6952 0.01
C -5.6056 0.7434 -2.0776 -0.13
C -4.8918 -0.4301 -2.2809 -0.01
C -3.5155 -0.4256 -2.1201 -0.09
C -7.1023 0.7610 -2.2163 -0.59
F -7.5689 -0.2524 -2.9643 0.12
F -7.5512 1.8901 -2.7935 0.13
F -7.7420 0.6705 -1.0396 0.14
H -1.1425 -1.2583 -6.1996 0.12
H -2.1424 0.0521 -4.3755 0.11
H 1.3070 -0.7120 -1.9608 0.11
H 2.3102 -2.0146 -3.7779 0.11
H -1.9263 2.7675 -3.4711 0.11
H -1.0157 4.9914 -3.9954 0.12
H 1.9419 4.4979 -0.9394 0.12
H 1.0254 2.2948 -0.3981 0.11
H -3.0573 2.7919 -1.1656 0.09
H -5.4992 2.8098 -1.5059 0.13
H -5.4007 -1.3391 -2.5686 0.11
H -2.9686 -1.3429 -2.3046 0.08
```

relative energy (zero: lowest compared OMol25 entry of this formula, charge and spin): 0.0 kJ/mol
total energy: -4559.730114 a.u.
net charge: -2
gap between HOMO and LUMO: 6.24 eV

=====

Computed, not measured: a molecular structure, C48H42BN6O3PRbS in a non-equilibrium geometry, with ωB97M-V with the def2-TZVPD basis set.

```
103
Properties=species:S:1:pos:R:3:lowdin_charge:R:1
Rb -0.5677 0.1846 -0.5982 1.03
C -0.6632 -4.5932 3.2689 -0.01
C -1.1887 -4.0911 1.9645 -0.28
C -1.7046 -4.8249 0.9142 0.02
C -2.0081 -3.8746 -0.0851 -0.25
N -1.7113 -2.6607 0.3555 0.10
N -1.2125 -2.7894 1.5966 0.01
B -0.5826 -1.4740 2.1080 -0.58
N 0.7301 -1.6414 2.9094 0.02
N 1.8354 -1.5838 2.1435 0.13
C 2.8803 -1.5472 2.9569 -0.25
C 2.4383 -1.5635 4.2994 0.01
C 1.0619 -1.6178 4.2230 -0.28
C 0.0626 -1.5966 5.3332 -0.01
C 4.2297 -1.4128 2.3946 -0.16
C 4.3903 -1.2673 1.0114 -0.03
C 5.6472 -1.1061 0.4552 -0.08
C 6.7734 -1.0795 1.2696 -0.11
C 6.6262 -1.2248 2.6412 -0.10
C 5.3668 -1.3927 3.1993 -0.04
N -1.5967 -0.5335 2.7981 0.01
N -1.3535 0.7725 2.6081 0.12
C -2.3364 1.4466 3.1926 -0.25
C -3.2556 0.5421 3.7654 0.02
C -2.7492 -0.7115 3.4854 -0.28
C -3.3493 -2.0394 3.8174 -0.01
C -2.3899 2.9107 3.1200 -0.16
C -3.3994 3.6331 3.7538 -0.04
C -3.4644 5.0131 3.6348 -0.10
C -2.5177 5.6976 2.8872 -0.11
C -1.4961 4.9891 2.2679 -0.08
C -1.4309 3.6120 2.3836 -0.02
C -2.3989 -4.0657 -1.4870 -0.16
C -2.8496 -5.2883 -1.9784 -0.05
C -3.0955 -5.4526 -3.3340 -0.10
C -2.8929 -4.4035 -4.2199 -0.10
C -2.4578 -3.1743 -3.7393 -0.06
C -2.2219 -3.0114 -2.3862 -0.02
H -0.5565 -5.6758 3.2218 0.08
H -1.3410 -4.3576 4.0929 0.06
H 0.3116 -4.1565 3.4879 0.08
H -1.8144 -5.8964 0.8710 0.10
H -0.2364 -0.9088 1.1361 -0.06
H 3.0303 -1.5320 5.2000 0.10
H 0.5807 -1.5125 6.2871 0.08
H -0.5431 -2.5046 5.3520 0.06
H -0.6100 -0.7431 5.2268 0.08
H 3.5039 -1.2777 0.3909 0.10
H 5.7480 -0.9961 -0.6197 0.09
H 7.7578 -0.9449 0.8382 0.09
H 7.4989 -1.2078 3.2834 0.09
H 5.2653 -1.5045 4.2723 0.10
H -4.1665 0.7588 4.2992 0.10
H -4.3851 -1.8980 4.1220 0.08
H -2.8190 -2.5292 4.6382 0.07
H -3.3301 -2.7005 2.9519 0.08
H -4.1420 3.1105 4.3440 0.10
H -4.2627 5.5571 4.1252 0.10
H -2.5775 6.7742 2.7866 0.09
H -0.7453 5.5115 1.6871 0.09
H -0.6357 3.0501 1.9118 0.11
H -3.0048 -6.1184 -1.2991 0.10
H -3.4385 -6.4116 -3.7044 0.09
H -3.0665 -4.5456 -5.2794 0.09
H -2.2862 -2.3390 -4.4080 0.10
H -1.8780 -2.0613 -2.0010 0.08
O 0.4605 -0.0415 -2.8438 -0.60
S -0.5339 0.8149 -3.5059 0.36
O -1.0742 0.2493 -4.7191 -0.31
O -1.5353 1.2997 -2.5603 -0.52
C 0.3969 2.2744 -3.9748 -0.25
C -0.0486 2.9736 -5.0870 -0.06
C 0.6216 4.1106 -5.5008 -0.08
C 1.7464 4.5284 -4.8031 -0.08
C 2.1807 3.8319 -3.6877 -0.09
C 1.5024 2.6982 -3.2359 -0.30
P 2.0344 1.7576 -1.7251 1.09
C 2.7578 3.1199 -0.7058 -0.38
C 3.8377 2.8724 0.1435 -0.10
C 4.2464 3.8187 1.0711 -0.08
C 3.5719 5.0253 1.1842 -0.10
C 2.4705 5.2694 0.3761 -0.09
C 2.0619 4.3213 -0.5488 -0.11
C 3.5638 1.0094 -2.4501 -0.33
C 3.5422 -0.3461 -2.7832 -0.09
C 4.6523 -0.9559 -3.3503 -0.09
C 5.8069 -0.2249 -3.5842 -0.10
C 5.8427 1.1205 -3.2467 -0.09
C 4.7323 1.7330 -2.6859 -0.10
H -0.9135 2.5904 -5.6137 0.11
H 0.2738 4.6608 -6.3659 0.10
H 2.2867 5.4096 -5.1277 0.10
H 3.0559 4.1799 -3.1559 0.10
H 4.3588 1.9239 0.0872 0.10
H 5.0889 3.6028 1.7169 0.10
H 3.8889 5.7610 1.9129 0.10
H 1.9231 6.1994 0.4727 0.10
H 1.1864 4.5114 -1.1587 0.11
H 2.6412 -0.9122 -2.6010 0.09
H 4.6096 -2.0081 -3.6026 0.10
H 6.6764 -0.7000 -4.0215 0.10
H 6.7425 1.7002 -3.4157 0.10
H 4.7890 2.7807 -2.4214 0.10
```

relative energy (zero: lowest compared OMol25 entry of this formula, charge and spin): 164.9 kJ/mol
total energy: -3197.299372 a.u.
net charge: -1
gap between HOMO and LUMO: 7.94 eV